[1]
The following is a DFT calculation (wB97M-V/def2-TZVPD) of C2H3NO2S as an isolated structure in a non-equilibrium geometry.

Last column: natural (NBO) charge in e.
Cartesian coordinates (Å):
C: 1.278 0.612 -0.124  0.545
C: -0.311 -0.426 0.716  0.100
N: -0.004 0.849 0.413  -0.619
O: 2.099 1.362 -0.541  -0.496
O: -1.571 -1.179 -0.924  -0.980
S: 1.225 -1.113 0.272  0.307
H: -1.097 -0.886 1.418  0.288
H: -0.343 1.702 0.587  0.421
H: -1.276 -0.922 -1.817  0.435

Calculated values
* LUMO energy (spin up / spin down): -0.01963 / -0.01963 Eh
* strongest force on any atom: 0.088 Eh/bohr
* gap between HOMO and LUMO (spin up / spin down): 8.48 / 8.47 eV

---

[2]
The following is a DFT calculation (wB97M-V/def2-TZVPD) of an isolated ion of composition C4H14NSi and charge +1 in a non-equilibrium geometry.

Last column: natural (NBO) charge in e.
Cartesian coordinates (Å):
C: 1.977 0.272 -0.618  -0.676
C: 0.603 -0.532 -0.437  -0.251
C: 0.708 -1.587 0.628  -0.637
C: -0.636 0.434 -0.421  -0.415
N: -0.395 1.590 0.704  -0.716
Si: -2.402 -0.203 -0.185  0.852
H: 2.418 0.354 0.399  0.217
H: 1.953 1.131 -1.274  0.227
H: 2.820 -0.262 -1.173  0.266
H: 0.440 -1.074 -1.407  0.242
H: 1.815 -1.830 0.865  0.244
H: 0.217 -1.320 1.494  0.201
H: 0.166 -2.573 0.320  0.242
H: -0.497 0.978 -1.412  0.256
H: 0.591 1.784 0.799  0.441
H: -0.821 2.457 0.369  0.437
H: -0.782 1.451 1.638  0.439
H: -2.715 -0.250 1.215  -0.150
H: -2.283 -1.631 -0.582  -0.104
H: -3.178 0.810 -0.923  -0.117

Calculated values
* LUMO energy: -0.13219 Eh
* SMILES string: CC(C)[C@H]([NH3+])[SiH3]
* charge: +1
* strongest force on any atom: 0.067 Eh/bohr
* gap between HOMO and LUMO: 11.55 eV

---

[3]
The following is a DFT calculation (wB97M-V/def2-TZVPD) of C23H16N4O4PtS as an isolated structure in a non-equilibrium geometry.

Last column: natural (NBO) charge in e.
Cartesian coordinates (Å):
Pt: 1.956 -0.643 -0.451  0.868
O: 4.348 -3.855 -0.197  -0.716
C: 3.801 -2.759 -0.329  0.738
O: 2.487 -2.581 -0.400  -0.732
C: 4.621 -1.478 -0.501  -0.045
C: 5.976 -1.522 -0.589  -0.182
C: 6.650 -0.296 -0.703  -0.345
C: 5.942 0.882 -0.675  -0.245
C: 4.530 0.885 -0.593  0.087
N: 3.943 -0.279 -0.504  -0.567
C: 3.922 2.290 -0.534  0.737
O: 4.785 3.166 -0.815  -0.772
O: 2.710 2.521 -0.195  -0.805
H: 6.460 -2.493 -0.539  0.217
H: 7.735 -0.334 -0.796  0.175
H: 6.447 1.843 -0.744  0.236
S: -3.105 3.155 -0.834  0.265
C: -1.606 2.289 -0.736  -0.215
C: -1.258 1.473 -1.820  -0.252
C: -0.006 0.895 -1.864  0.063
N: 0.742 0.888 -0.745  -0.400
C: 0.485 1.727 0.276  0.144
C: -0.697 2.424 0.304  -0.265
C: -4.256 1.882 -0.677  -0.157
C: -4.898 1.431 -1.863  -0.265
C: -5.910 0.483 -1.731  0.026
N: -6.257 -0.061 -0.559  -0.436
C: -5.639 0.419 0.539  0.034
C: -4.668 1.383 0.554  -0.253
H: -1.958 1.379 -2.665  0.208
H: 0.337 0.387 -2.724  0.213
H: 1.116 1.634 1.141  0.248
H: -0.920 3.127 1.135  0.214
H: -4.717 1.928 -2.807  0.222
H: -6.494 0.161 -2.595  0.182
H: -5.983 -0.052 1.462  0.187
H: -4.244 1.743 1.477  0.233
N: 0.289 -1.467 -0.039  -0.569
C: -0.323 -1.964 0.978  0.094
C: -0.034 -1.783 2.405  -0.214
C: -1.078 -1.743 3.306  -0.249
C: -2.372 -1.873 2.854  -0.253
C: -2.635 -2.339 1.570  -0.268
C: -1.623 -2.555 0.683  -0.177
H: 1.000 -1.663 2.707  0.219
H: -0.859 -1.667 4.378  0.192
H: -3.223 -1.649 3.500  0.182
H: -3.674 -2.458 1.290  0.192
H: -1.843 -2.885 -0.335  0.208

Calculated values
* LUMO energy (spin up / spin down): 0.13738 / 0.13680 Eh
* charge: -2
* 2S+1: 3
* strongest force on any atom: 0.075 Eh/bohr
* <S²>: 2.069
* gap between HOMO and LUMO (spin up / spin down): 1.78 / 4.96 eV

---

[4]
The following is a DFT calculation (wB97M-V/def2-TZVPD) of C13H13BCuN3O2S3 as an isolated structure.

Last column: natural (NBO) charge in e.
Cartesian coordinates (Å):
Cu: -0.379 -1.179 0.261  0.808
S: -1.517 -0.006 1.826  -0.523
C: -2.287 -1.334 2.685  -0.164
C: -3.132 -1.045 3.764  -0.231
C: -3.773 -2.045 4.476  -0.249
C: -3.581 -3.374 4.114  -0.248
C: -2.749 -3.677 3.050  -0.222
C: -2.089 -2.679 2.324  -0.197
S: -1.040 -3.157 0.988  -0.330
H: -3.278 -0.006 4.036  0.203
H: -4.420 -1.789 5.307  0.194
H: -4.077 -4.170 4.657  0.195
H: -2.594 -4.710 2.759  0.204
N: -0.058 1.929 -0.004  -0.641
N: 0.631 3.048 -0.448  -0.450
C: 1.494 3.014 -1.493  0.258
N: 2.150 4.218 -1.643  -0.822
S: 1.791 1.732 -2.490  -0.221
H: -1.050 2.108 0.046  0.375
H: 0.287 1.597 0.888  0.377
H: 0.703 3.837 0.177  0.353
H: 1.690 5.056 -1.324  0.369
H: 2.645 4.297 -2.514  0.405
O: 0.262 -2.389 -2.442  -0.672
B: 0.777 -1.888 -1.222  0.565
O: 2.153 -2.205 -1.164  -0.686
C: 2.441 -2.905 -2.301  0.288
C: 3.636 -3.466 -2.686  -0.276
C: 3.650 -4.159 -3.901  -0.235
C: 2.502 -4.271 -4.677  -0.235
C: 1.294 -3.694 -4.271  -0.257
C: 1.298 -3.016 -3.074  0.228
H: 4.520 -3.373 -2.070  0.217
H: 4.569 -4.622 -4.237  0.201
H: 2.541 -4.817 -5.611  0.201
H: 0.392 -3.779 -4.861  0.218

Calculated values
* LUMO energy (spin up / spin down): 0.09066 / 0.08904 Eh
* charge: -1
* 2S+1: 2
* strongest force on any atom: 0.006 Eh/bohr
* <S²>: 0.756
* gap between HOMO and LUMO (spin up / spin down): 6.54 / 6.44 eV

---

[5]
The following is a DFT calculation (wB97M-V/def2-TZVPD) of one molecule with the formula C22H31N3O2.

Last column: natural (NBO) charge in e.
Cartesian coordinates (Å):
C: -7.162 -0.481 -1.605  -0.607
C: -7.174 -0.658 -0.090  -0.388
C: -6.110 0.178 0.619  -0.401
C: -4.682 -0.259 0.280  -0.218
N: -3.737 0.282 1.243  -0.450
C: -2.519 -0.488 1.391  -0.204
C: -1.539 -0.331 0.220  -0.428
C: -1.182 1.146 0.040  -0.228
C: -0.251 1.367 -1.162  -0.217
N: 1.035 0.741 -0.991  -0.620
C: 2.131 1.442 -0.595  0.668
O: 2.133 2.658 -0.509  -0.644
C: 3.312 0.618 -0.313  -0.296
C: 3.415 -0.754 -0.207  0.520
N: 4.695 -1.125 0.087  -0.378
C: 5.465 0.015 0.192  0.115
C: 6.812 0.159 0.484  -0.246
C: 7.318 1.444 0.522  -0.222
C: 6.504 2.551 0.281  -0.228
C: 5.163 2.410 -0.007  -0.210
C: 4.630 1.125 -0.052  0.025
C: 5.144 -2.485 0.240  -0.202
C: 4.121 -3.408 -0.418  -0.438
C: 2.734 -2.986 0.052  -0.064
O: 2.427 -1.668 -0.372  -0.496
C: -2.468 1.955 -0.120  -0.414
C: -3.419 1.685 1.055  -0.217
H: -6.235 -0.854 -2.033  0.199
H: -7.265 0.570 -1.865  0.200
H: -7.987 -1.028 -2.056  0.208
H: -7.027 -1.713 0.153  0.191
H: -8.156 -0.367 0.291  0.201
H: -6.253 1.228 0.356  0.191
H: -6.238 0.084 1.699  0.213
H: -4.444 0.023 -0.756  0.165
H: -4.633 -1.349 0.350  0.192
H: -2.785 -1.540 1.525  0.194
H: -2.030 -0.145 2.310  0.190
H: -0.642 -0.920 0.422  0.204
H: -1.999 -0.713 -0.695  0.193
H: -0.657 1.491 0.938  0.203
H: -0.061 2.437 -1.283  0.236
H: -0.720 0.981 -2.074  0.186
H: 1.071 -0.264 -0.972  0.405
H: 7.444 -0.695 0.676  0.209
H: 8.364 1.594 0.745  0.210
H: 6.940 3.538 0.323  0.211
H: 4.523 3.258 -0.190  0.245
H: 5.246 -2.728 1.306  0.196
H: 6.127 -2.591 -0.230  0.217
H: 4.174 -3.307 -1.504  0.219
H: 4.312 -4.445 -0.149  0.229
H: 2.673 -3.041 1.148  0.177
H: 1.953 -3.615 -0.380  0.205
H: -2.238 3.021 -0.160  0.215
H: -2.954 1.683 -1.060  0.192
H: -4.349 2.239 0.921  0.200
H: -2.949 2.035 1.980  0.192

Calculated values
* LUMO energy: 0.01771 Eh
* SMILES string: CCCCN1CCC(CNC(=O)c2c3n(c4ccccc24)CCCO3)CC1
* strongest force on any atom: 0.014 Eh/bohr
* gap between HOMO and LUMO: 8.19 eV

---

[6]
The following is a DFT calculation (wB97M-V/def2-TZVPD) of a 8-piece molecular cluster, C20H61N5O8 overall in a non-equilibrium geometry.

Last column: Löwdin charge in e.
Cartesian coordinates (Å):
C: -15.700 -12.528 4.417  -0.147
O: -14.882 -11.467 4.726  -0.200
C: -13.529 -11.465 4.261  -0.175
C: -12.860 -10.067 4.461  -0.426
C: -13.369 -9.007 3.471  -0.054
N: -11.432 -10.244 4.249  0.020
H: -15.965 -12.474 3.362  0.084
H: -16.642 -12.512 4.966  0.087
H: -15.227 -13.495 4.588  0.084
H: -12.988 -12.296 4.713  0.119
H: -13.572 -11.664 3.190  0.118
H: -13.007 -9.800 5.508  0.129
H: -14.437 -8.844 3.616  0.075
H: -13.211 -9.341 2.446  0.082
H: -12.923 -8.030 3.660  0.074
H: -10.910 -10.691 4.988  0.069
H: -11.072 -9.300 4.224  0.063
C: -9.853 -10.567 17.553  -0.060
O: -10.785 -10.611 16.446  -0.211
C: -10.309 -10.208 15.223  -0.259
C: -10.266 -8.661 14.996  -0.402
C: -11.666 -8.009 15.079  -0.055
N: -9.703 -8.524 13.658  0.021
H: -10.481 -10.672 18.438  0.091
H: -9.405 -9.577 17.466  0.074
H: -9.087 -11.334 17.443  0.084
H: -9.334 -10.662 15.044  0.114
H: -10.980 -10.752 14.558  0.127
H: -9.638 -8.222 15.771  0.123
H: -12.111 -8.057 16.073  0.073
H: -12.374 -8.371 14.334  0.077
H: -11.581 -6.926 14.984  0.070
H: -10.346 -8.781 12.923  0.067
H: -8.830 -8.990 13.456  0.065
C: -3.990 -14.626 10.503  -0.109
O: -5.326 -14.188 10.241  -0.212
C: -5.695 -14.211 8.856  -0.162
C: -7.264 -13.962 8.726  -0.420
C: -7.886 -14.332 7.405  -0.084
N: -7.587 -12.544 8.827  0.009
H: -3.253 -14.114 9.885  0.082
H: -3.909 -15.706 10.378  0.083
H: -3.682 -14.439 11.532  0.083
H: -5.091 -13.464 8.342  0.120
H: -5.422 -15.202 8.492  0.116
H: -7.735 -14.408 9.602  0.132
H: -7.804 -15.404 7.224  0.069
H: -7.309 -14.004 6.540  0.085
H: -8.964 -14.178 7.446  0.080
H: -8.565 -12.497 9.073  0.068
H: -7.103 -12.143 9.618  0.065
C: -3.743 -9.649 4.337  -0.159
O: -2.750 -8.744 4.460  -0.181
C: -1.788 -9.006 5.474  -0.159
C: -2.309 -9.069 7.013  -0.428
C: -2.727 -7.677 7.557  -0.064
N: -1.276 -9.663 7.799  0.018
H: -4.460 -9.562 5.153  0.078
H: -3.406 -10.681 4.430  0.092
H: -4.102 -9.419 3.333  0.101
H: -1.130 -9.849 5.261  0.115
H: -1.106 -8.156 5.478  0.114
H: -3.186 -9.715 7.046  0.117
H: -3.068 -7.797 8.585  0.067
H: -3.564 -7.218 7.030  0.069
H: -1.872 -7.001 7.550  0.073
H: -1.483 -9.820 8.775  0.075
H: -0.435 -9.110 7.720  0.074
C: -11.355 1.404 7.081  -0.128
O: -10.827 0.250 7.657  -0.178
C: -11.609 -0.453 8.608  -0.192
C: -10.814 -1.484 9.410  -0.490
C: -10.278 -2.510 8.506  -0.078
N: -11.572 -2.103 10.477  0.034
H: -11.550 2.216 7.781  0.082
H: -12.276 1.233 6.523  0.085
H: -10.645 1.849 6.383  0.087
H: -11.935 0.213 9.406  0.117
H: -12.487 -0.879 8.121  0.133
H: -9.974 -0.990 9.898  0.138
H: -11.030 -3.135 8.025  0.090
H: -9.645 -3.135 9.135  0.079
H: -9.641 -2.001 7.783  0.085
H: -11.867 -1.378 11.115  0.065
H: -10.998 -2.675 11.079  0.073
O: -8.081 -5.237 3.603  -0.053
H: -7.150 -5.278 3.387  0.027
H: -8.151 -5.680 4.448  0.021
O: -7.941 -7.798 7.114  -0.051
H: -7.055 -8.155 7.174  0.022
H: -8.476 -8.397 7.635  0.029
O: -12.168 -9.455 9.498  -0.057
H: -12.941 -9.954 9.763  0.028
H: -12.502 -8.579 9.305  0.029

Calculated values
* LUMO energy: 0.00431 Eh
* SMILES string: COC[C@H](C)N.COC[C@H](C)N.COC[C@H](C)N.COC[C@H](C)N.COC[C@H](C)N.O.O.O
* strongest force on any atom: 0.067 Eh/bohr
* gap between HOMO and LUMO: 8.84 eV

---

[7]
The following is a DFT calculation (wB97M-V/def2-TZVPD) of C16H14Cl3CuN5S as an isolated structure in a non-equilibrium geometry.

Last column: natural (NBO) charge in e.
Cartesian coordinates (Å):
Cu: -0.889 1.141 -1.168  0.853
S: -0.899 0.510 1.167  -0.405
C: 0.309 -0.673 0.972  0.130
N: 0.676 -1.683 1.700  -0.343
N: -0.005 -1.889 2.889  -0.437
C: -0.124 -1.039 3.967  0.173
C: -0.895 -1.456 5.061  -0.277
C: -0.993 -0.677 6.199  -0.201
C: -0.331 0.544 6.283  -0.289
C: 0.438 0.954 5.200  -0.206
C: 0.554 0.182 4.055  -0.218
N: 1.186 -0.709 -0.222  -0.154
N: 0.831 0.024 -1.148  -0.264
C: 1.700 -0.056 -2.312  0.185
C: 1.576 0.980 -3.222  -0.232
C: 2.362 0.975 -4.368  -0.215
C: 3.250 -0.066 -4.598  -0.220
C: 3.355 -1.105 -3.677  -0.220
C: 2.581 -1.105 -2.527  -0.243
H: -0.158 -2.862 3.070  0.371
H: -1.432 -2.397 4.998  0.196
H: -1.603 -1.022 7.026  0.196
H: -0.419 1.161 7.167  0.198
H: 0.962 1.902 5.242  0.201
H: 1.160 0.519 3.228  0.224
H: 0.863 1.770 -3.005  0.266
H: 2.273 1.786 -5.081  0.208
H: 3.860 -0.073 -5.493  0.202
H: 4.044 -1.921 -3.858  0.203
H: 2.645 -1.900 -1.797  0.238
C: -0.880 3.107 -1.785  -1.294
H: 0.022 3.673 -1.516  0.177
H: -1.728 3.640 -1.333  0.184
H: -1.003 3.210 -2.876  0.163
Cl: -5.298 0.084 -3.899  0.055
C: -4.164 -1.100 -3.224  -0.186
Cl: -5.021 -2.172 -2.105  0.061
Cl: -3.437 -2.047 -4.533  0.058
C: -3.096 -0.406 -2.506  0.190
N: -2.271 0.193 -1.971  -0.326

Calculated values
* LUMO energy: 0.08049 Eh
* charge: -1
* strongest force on any atom: 0.024 Eh/bohr
* gap between HOMO and LUMO: 5.59 eV

---

[8]
The following is a DFT calculation (wB97M-V/def2-TZVPD) of a 2-piece molecular cluster, C9H14 overall in a non-equilibrium geometry.

Last column: natural (NBO) charge in e.
Cartesian coordinates (Å):
C: -0.124 2.418 -0.603  -0.634
C: 0.053 1.199 0.287  0.014
C: -1.007 0.319 0.479  -0.234
C: -0.845 -0.667 1.451  -0.206
C: 0.345 -0.862 2.141  -0.239
C: 1.444 -0.259 1.571  -0.188
C: 1.326 0.842 0.709  -0.237
H: 0.793 2.757 -1.078  0.218
H: -0.362 3.257 0.016  0.219
H: -0.978 2.181 -1.235  0.212
H: -1.836 0.384 -0.207  0.214
H: -1.789 -1.188 1.571  0.216
H: 0.459 -1.433 3.050  0.223
H: 2.474 -0.483 1.826  0.209
H: 2.191 1.467 0.538  0.214
C: 0.331 -1.312 -2.175  -0.607
C: -1.219 -1.345 -2.262  -0.612
H: 0.677 -0.372 -2.587  0.199
H: 0.606 -1.402 -1.131  0.213
H: 0.763 -2.088 -2.805  0.202
H: -1.454 -1.787 -3.238  0.203
H: -1.604 -0.355 -2.092  0.198
H: -1.646 -2.146 -1.655  0.205

Calculated values
* LUMO energy: 0.03820 Eh
* SMILES string: Cc1ccccc1.CC
* strongest force on any atom: 0.043 Eh/bohr
* gap between HOMO and LUMO: 10.00 eV

---

Among the records above, which one has the lowest strongest force on any atom?
C13H13BCuN3O2S3

---

Which formula does entry 3 have?
C23H16N4O4PtS